(1)
{"formula": "C25H19F6NS", "method": "the ωB97M-V functional and the def2-TZVPD basis", "total_charge": 0, "lumo_ev": 0.10, "e_homo_ev": -7.95, "species": ["C", "C", "C", "C", "C", "C", "S", "C", "C", "C", "C", "F", "F", "F", "C", "C", "C", "F", "F", "F", "C", "C", "C", "N", "C", "C", "C", "C", "C", "C", "C", "C", "C", "H", "H", "H", "H", "H", "H", "H", "H", "H", "H", "H", "H", "H", "H", "H", "H", "H", "H", "H"], "positions_angstrom": [[1.627, 4.741, 0.660], [1.110, 3.373, 0.375], [1.691, 2.578, -0.621], [1.193, 1.296, -0.891], [0.111, 0.782, -0.157], [-0.378, -0.637, -0.515], [-1.357, -1.306, 0.783], [-0.458, -1.455, 2.339], [0.555, -2.419, 2.537], [1.243, -2.516, 3.756], [2.375, -3.502, 3.992], [2.809, -4.101, 2.850], [2.008, -4.508, 4.857], [3.469, -2.893, 4.562], [0.905, -1.723, 4.845], [-0.159, -0.838, 4.698], [-0.579, -0.015, 5.899], [-1.462, 0.971, 5.563], [-1.188, -0.781, 6.864], [0.487, 0.597, 6.507], [-0.847, -0.722, 3.490], [-0.945, -0.718, -1.949], [-1.387, -1.935, -2.477], [-1.493, -1.851, -3.860], [-1.946, -2.874, -4.787], [-1.153, -0.567, -4.270], [-1.107, -0.066, -5.567], [-0.758, 1.272, -5.758], [-0.505, 2.063, -4.639], [-0.594, 1.565, -3.324], [-0.859, 0.208, -3.101], [-0.505, 1.592, 0.806], [0.023, 2.864, 1.089], [1.023, 5.198, 1.438], [2.664, 4.721, 0.998], [1.575, 5.372, -0.228], [2.550, 2.946, -1.186], [1.545, 0.715, -1.755], [0.559, -1.243, -0.486], [0.798, -3.104, 1.732], [1.438, -1.813, 5.789], [-1.691, -0.044, 3.445], [-1.606, -2.881, -1.992], [-1.864, -2.517, -5.821], [-1.346, -3.781, -4.684], [-2.994, -3.129, -4.598], [-1.332, -0.701, -6.418], [-0.692, 1.695, -6.757], [-0.238, 3.102, -4.768], [-0.474, 2.234, -2.467], [-1.450, 1.309, 1.288], [-0.392, 3.444, 1.916]], "atomic_forces_ev_per_a": [[0.1, 0.2, 0.1], [-0.1, -0.7, 0.0], [-0.2, -0.7, -0.1], [-0.1, 0.3, 0.3], [-0.3, 0.3, -0.3], [2.6, 1.4, -0.5], [-2.5, -1.3, 1.1], [0.9, -0.2, 0.8], [0.0, 0.4, -0.1], [0.1, -0.2, 0.0], [0.6, -0.6, 0.1], [-0.4, 0.4, 0.8], [0.3, 1.0, -0.8], [-1.1, -0.5, -0.5], [-0.3, 0.2, -0.3], [-0.1, -0.1, 0.1], [-0.4, 0.5, 0.7], [0.7, -0.8, 0.3], [0.6, 0.7, -0.9], [-0.9, -0.6, -0.6], [0.2, 0.0, -0.7], [-0.6, -1.3, -0.2], [0.5, 1.1, -0.8], [0.1, 0.5, 0.1], [-0.1, -0.2, 0.2], [-0.1, -0.3, 1.1], [0.1, 0.5, -0.4], [-0.1, -0.8, 0.4], [-0.1, -0.1, 1.1], [0.1, 0.5, -0.2], [-0.1, -0.8, -0.2], [0.2, 0.5, -0.2], [0.1, -0.5, -0.2], [0.0, 0.2, 0.1], [0.0, 0.0, 0.0], [0.0, 0.0, 0.0], [-0.3, 0.0, 0.1], [0.2, 0.2, 0.6], [-0.5, 0.3, -0.4], [0.1, 0.1, 0.0], [-0.1, 0.1, -0.2], [0.1, 0.0, -0.2], [0.2, 0.3, 0.0], [0.0, -0.1, 0.5], [0.0, 0.1, 0.0], [0.1, 0.0, 0.0], [0.0, 0.2, 0.1], [0.0, -0.1, 0.2], [-0.1, 0.1, 0.0], [0.1, -0.2, -0.5], [0.7, -0.2, -0.1], [-0.1, -0.1, -0.4]], "mulliken_charge": [-1.422, 1.168, -0.597, -0.819, -0.269, 0.982, -0.293, 0.385, -0.652, 0.363, 0.847, -0.272, -0.247, -0.260, -1.079, 0.221, 0.823, -0.270, -0.250, -0.261, -0.566, -0.188, -1.438, 0.195, -0.928, 0.216, -0.852, -0.746, -0.798, 0.056, 0.946, -0.368, -0.927, 0.362, 0.320, 0.317, 0.403, 0.413, 0.318, 0.512, 0.432, 0.491, 0.477, 0.257, 0.330, 0.327, 0.174, 0.393, 0.403, 0.434, 0.651, 0.287]}



(2)
{"formula": "C25H19N4O11Ti", "method": "the ωB97M-V functional and the def2-TZVPD basis", "total_charge": -1, "lumo_ev": [1.10, 1.00], "e_homo_ev": [-2.25, -6.23], "multiplicity": 3, "s2": 2.034, "species": ["Ti", "O", "C", "O", "C", "C", "C", "C", "C", "O", "C", "C", "O", "O", "H", "H", "H", "H", "H", "H", "H", "H", "C", "C", "C", "C", "N", "C", "C", "C", "C", "C", "C", "N", "H", "H", "H", "H", "H", "H", "H", "H", "O", "C", "O", "C", "C", "C", "C", "C", "C", "N", "O", "O", "N", "O", "O", "H", "H", "H"], "positions_angstrom": [[-0.468, -0.685, 0.501], [1.810, -3.203, 2.687], [0.912, -2.798, 1.982], [0.715, -1.587, 1.624], [-0.089, -3.800, 1.349], [0.012, -3.668, -0.189], [-0.543, -4.955, -0.813], [-2.039, -4.805, -0.479], [-2.076, -3.386, 0.127], [-0.991, -2.706, -0.509], [-1.576, -3.438, 1.579], [-1.709, -2.026, 2.218], [-2.041, -1.103, 1.385], [-1.546, -1.872, 3.411], [0.160, -4.802, 1.706], [0.985, -3.341, -0.562], [-0.373, -4.965, -1.888], [-0.094, -5.844, -0.380], [-2.668, -4.871, -1.367], [-2.382, -5.538, 0.250], [-3.007, -2.833, -0.028], [-2.092, -4.160, 2.213], [0.118, 1.963, 3.711], [-0.850, 2.943, 3.441], [-1.519, 2.910, 2.245], [-1.256, 1.884, 1.315], [-0.312, 0.929, 1.605], [0.352, 0.996, 2.763], [-1.920, 1.710, 0.061], [-2.789, 2.657, -0.520], [-3.353, 2.418, -1.744], [-3.046, 1.213, -2.404], [-2.199, 0.319, -1.791], [-1.638, 0.529, -0.594], [0.678, 1.970, 4.631], [-1.060, 3.713, 4.167], [-2.264, 3.659, 2.027], [1.102, 0.228, 2.925], [-2.988, 3.580, -0.001], [-4.009, 3.144, -2.204], [-3.454, 1.001, -3.379], [-1.923, -0.606, -2.287], [0.432, -0.298, -2.916], [0.989, 0.008, -1.875], [0.787, -0.634, -0.762], [1.968, 1.142, -1.768], [2.586, 1.677, -2.890], [3.526, 2.714, -2.726], [3.796, 3.239, -1.468], [3.130, 2.728, -0.361], [2.232, 1.656, -0.503], [3.334, 3.279, 0.920], [4.185, 4.162, 1.066], [2.630, 2.855, 1.849], [4.209, 3.232, -3.851], [3.959, 2.749, -4.960], [5.028, 4.141, -3.677], [2.374, 1.302, -3.877], [4.512, 4.040, -1.357], [1.756, 1.236, 0.375]], "atomic_forces_ev_per_a": [[0.0, -1.5, -1.2], [0.1, 0.1, 0.1], [0.0, -1.7, 0.3], [1.4, -0.2, 1.3], [0.6, 0.4, 0.3], [0.8, -0.9, -0.1], [0.1, 0.2, -0.1], [-0.1, 0.3, -0.1], [-0.9, -0.5, 0.4], [-0.2, 0.3, -0.3], [-0.2, 0.6, 0.0], [-0.7, -1.7, 1.5], [-2.2, 0.2, 0.6], [-0.1, -0.1, 0.0], [0.0, 0.2, -0.1], [-0.2, 0.0, 0.0], [0.0, 0.0, 0.0], [0.1, 0.0, 0.0], [0.0, 0.0, 0.0], [-0.1, 0.0, 0.0], [0.3, -0.1, 0.1], [0.1, 0.1, -0.1], [-0.7, 0.9, -0.2], [0.9, -0.7, 0.5], [-0.3, -0.6, -1.2], [1.3, 0.2, 2.3], [-0.7, 2.9, 1.4], [0.5, -0.2, 0.0], [-1.0, -0.6, -2.3], [0.6, -0.3, 0.8], [0.2, -0.9, -0.7], [-0.3, 0.9, 0.4], [0.2, -0.3, -0.2], [-1.8, 2.8, -0.6], [0.1, 0.0, 0.0], [0.0, 0.1, 0.0], [-0.1, 0.0, -0.1], [-0.2, 0.1, -0.1], [0.0, 0.1, 0.1], [0.0, 0.0, 0.0], [0.0, -0.1, -0.1], [0.0, 0.1, 0.1], [0.1, 0.1, 0.0], [0.4, 0.2, -1.1], [2.0, 0.1, -1.9], [0.1, 0.3, 0.6], [0.0, -0.2, -0.6], [-0.8, -0.5, 1.7], [0.4, 0.2, -0.8], [0.0, 0.2, 1.0], [-0.4, -0.5, -0.2], [-0.1, -0.6, -1.9], [0.9, 1.0, 0.2], [-0.8, -0.5, 1.1], [0.8, 0.6, -1.1], [0.2, 0.4, 0.6], [-0.4, -0.5, -0.3], [0.0, -0.1, 0.0], [-0.1, -0.1, 0.1], [0.3, 0.2, -0.2]], "mulliken_charge": [-0.201, -0.759, -0.052, -0.248, 0.122, -0.110, -0.971, -1.042, -0.064, -0.463, -0.071, 0.239, -0.524, -0.715, 0.639, 0.637, 0.359, 0.416, 0.361, 0.359, 0.716, 0.511, -0.972, -0.692, -0.807, 0.604, 0.874, -0.263, 0.836, -1.045, -0.500, -1.156, -0.069, 0.591, 0.471, 0.417, 0.383, 0.603, 0.391, 0.424, 0.421, 0.546, -0.680, 0.217, 0.012, 0.586, -0.855, -0.179, -0.382, -0.659, 0.128, 0.845, -0.790, -0.693, 1.021, -0.660, -0.662, 0.575, 0.587, 0.393]}



(3)
{"formula": "C25H20BF9N3O8S2", "method": "the ωB97M-V functional and the def2-TZVPD basis", "total_charge": -1, "lumo_ev": -0.65, "e_homo_ev": -4.84, "species": ["C", "C", "C", "C", "C", "B", "C", "C", "C", "C", "F", "F", "F", "C", "C", "C", "F", "F", "F", "C", "O", "C", "C", "C", "C", "C", "O", "S", "H", "H", "H", "H", "H", "H", "H", "H", "H", "H", "H", "H", "H", "H", "H", "H", "H", "H", "O", "S", "O", "C", "F", "F", "F", "C", "C", "C", "N", "O", "O", "N", "C", "C", "N", "O", "O", "C", "H", "H"], "positions_angstrom": [[3.183, -1.984, -6.298], [2.302, -1.483, -5.228], [0.940, -1.244, -5.323], [0.373, -0.766, -4.098], [1.319, -0.614, -3.102], [1.000, -0.116, -1.554], [0.458, -1.561, -0.964], [1.350, -2.564, -0.618], [0.855, -3.743, -0.075], [1.809, -4.807, 0.401], [1.702, -5.956, -0.341], [3.110, -4.396, 0.335], [1.545, -5.151, 1.702], [-0.510, -3.961, 0.073], [-1.377, -2.950, -0.305], [-2.856, -3.101, -0.123], [-3.404, -1.962, 0.406], [-3.486, -3.323, -1.321], [-3.179, -4.136, 0.702], [-0.898, -1.762, -0.849], [2.218, 0.370, -1.012], [2.650, 1.689, -1.336], [1.682, 2.520, -2.230], [1.858, 4.008, -1.929], [2.036, 2.323, -3.685], [0.186, 2.152, -1.928], [-0.082, 0.796, -1.633], [2.880, -1.137, -3.622], [2.619, -2.107, -7.230], [4.006, -1.279, -6.473], [3.608, -2.954, -6.009], [0.395, -1.400, -6.246], [-0.689, -0.576, -3.980], [2.419, -2.432, -0.756], [-0.889, -4.876, 0.510], [-1.595, -0.989, -1.164], [2.767, 2.205, -0.368], [3.654, 1.613, -1.785], [1.297, 4.629, -2.641], [1.503, 4.249, -0.921], [2.914, 4.300, -1.993], [1.356, 2.903, -4.320], [3.068, 2.652, -3.859], [1.976, 1.272, -3.969], [-0.170, 2.693, -1.030], [-0.445, 2.428, -2.793], [0.612, 0.161, 4.660], [1.712, 0.458, 3.773], [3.074, 0.599, 4.214], [1.735, -0.973, 2.553], [1.933, -2.123, 3.213], [0.517, -0.993, 1.959], [2.693, -0.813, 1.621], [1.239, 1.869, 2.771], [2.182, 2.471, 1.906], [1.982, 3.846, 1.664], [2.949, 4.854, 1.598], [4.163, 4.852, 1.500], [2.244, 6.083, 1.806], [0.909, 5.859, 2.007], [0.771, 4.501, 1.954], [-0.334, 3.693, 2.408], [-1.709, 4.120, 2.306], [-2.001, 5.165, 1.692], [-2.573, 3.384, 2.836], [-0.037, 2.424, 2.930], [3.184, 2.067, 1.760], [-0.811, 1.863, 3.440]], "atomic_forces_ev_per_a": [[0.5, -0.2, -0.3], [-1.4, 0.3, 0.2], [1.2, -0.1, 0.4], [1.1, -0.3, -0.1], [-1.0, -0.3, -0.3], [-0.1, -1.9, -2.1], [0.8, 1.7, 0.0], [-0.4, -0.6, 0.3], [0.6, -0.2, -0.1], [0.0, 0.1, -0.1], [0.3, 0.6, 0.7], [-0.9, -0.6, 0.2], [0.4, 0.0, -0.8], [-0.1, 0.1, 0.2], [-0.1, -0.1, -0.1], [-0.1, 0.1, -0.1], [0.1, -1.0, -0.4], [0.1, 0.1, 0.9], [-0.1, 0.6, -0.5], [-0.5, -0.4, 0.3], [1.2, 1.0, 1.2], [-0.6, -0.7, 0.4], [-0.3, -0.1, 0.5], [0.1, 0.2, 0.2], [0.1, -0.3, -0.6], [0.1, -0.6, 0.3], [-0.8, 1.1, 0.3], [-0.8, 0.0, -0.6], [0.2, 0.0, 0.2], [0.0, -0.2, -0.1], [0.1, 0.1, -0.3], [0.0, 0.0, 0.0], [0.2, 0.2, 0.2], [-0.1, 0.1, 0.1], [0.1, 0.0, 0.0], [0.2, 0.0, 0.2], [0.1, 0.2, -0.3], [-0.2, 0.2, -0.1], [0.1, -0.2, 0.1], [0.0, 0.1, -0.1], [-0.1, 0.0, 0.0], [0.1, -0.1, 0.0], [-0.1, 0.1, -0.1], [0.0, 0.4, -0.1], [0.2, 0.4, -0.4], [0.3, 0.2, 0.2], [0.7, 0.5, -0.4], [-0.2, -1.0, -0.4], [-0.6, 0.3, -0.1], [-0.5, -0.2, -0.9], [-0.1, 0.8, -0.4], [1.1, 0.0, 0.6], [-0.8, -0.1, 1.0], [1.9, 0.3, -1.6], [0.3, -0.4, 2.5], [0.8, 1.5, 0.3], [-1.0, -0.7, 0.1], [-1.2, 0.1, 0.0], [0.5, -1.2, -0.5], [0.1, -2.4, -0.2], [-0.5, 2.3, 0.4], [0.8, -1.5, 0.2], [-2.8, 0.5, 0.3], [1.2, -1.9, 1.1], [1.7, 1.2, -0.9], [-1.3, 1.9, -0.7], [-0.4, -0.2, 0.0], [0.0, 0.0, -0.1]], "mulliken_charge": [-1.288, 0.738, -0.840, -1.132, 0.315, 2.212, 0.279, -0.586, 0.005, 0.669, -0.278, -0.285, -0.270, -1.045, 0.165, 0.807, -0.268, -0.280, -0.297, -0.811, -0.717, -0.933, 2.737, -1.853, -1.923, -1.440, -0.475, -0.294, 0.352, 0.249, 0.259, 0.313, 0.492, 0.672, 0.500, 0.433, -0.322, 0.342, 0.426, 0.229, 0.372, 0.415, 0.440, 0.398, 0.133, 0.330, -0.675, 1.298, -0.684, 0.817, -0.241, -0.209, -0.196, -0.135, -0.700, 0.341, 0.882, -0.706, -0.177, -0.573, 1.118, -0.797, 0.967, -0.568, -0.596, -0.304, 0.591, 0.599]}



(4)
{"formula": "C25H20BrN6O4RhS2", "method": "the ωB97M-V functional and the def2-TZVPD basis", "total_charge": 0, "lumo_ev": [-0.59, -2.13], "e_homo_ev": [-7.95, -8.82], "multiplicity": 5, "s2": 6.019, "species": ["Rh", "Br", "C", "C", "C", "C", "N", "C", "C", "H", "H", "H", "H", "H", "H", "H", "O", "S", "N", "N", "C", "C", "C", "C", "C", "C", "N", "C", "C", "C", "C", "N", "C", "C", "H", "H", "H", "H", "H", "H", "H", "H", "H", "O", "S", "O", "N", "C", "O", "C", "C", "C", "C", "C", "C", "H", "H", "H", "H"], "positions_angstrom": [[0.895, 0.703, -1.090], [-0.669, -0.113, -2.670], [-2.164, 4.796, 3.057], [-1.503, 3.787, 2.167], [-0.472, 2.967, 2.617], [0.111, 2.069, 1.747], [-0.285, 1.942, 0.480], [-1.271, 2.723, 0.035], [-1.906, 3.642, 0.844], [-1.712, 4.806, 4.047], [-3.227, 4.574, 3.159], [-2.073, 5.790, 2.619], [-0.121, 3.029, 3.638], [0.917, 1.416, 2.060], [-1.555, 2.598, -1.002], [-2.697, 4.257, 0.436], [4.674, 1.951, -1.107], [3.840, 1.548, 0.017], [2.693, 0.612, -0.325], [-0.925, -6.079, 1.053], [-1.831, -6.972, 1.571], [-1.793, -8.347, 1.772], [-2.908, -8.921, 2.348], [-4.023, -8.152, 2.715], [-4.059, -6.788, 2.519], [-2.941, -6.187, 1.941], [-2.692, -4.867, 1.656], [-1.492, -4.831, 1.134], [-0.837, -3.594, 0.738], [-1.514, -2.384, 0.916], [-0.871, -1.201, 0.637], [0.392, -1.136, 0.190], [1.021, -2.290, -0.026], [0.457, -3.524, 0.227], [-0.018, -6.302, 0.685], [-0.927, -8.937, 1.499], [-2.921, -9.987, 2.528], [-4.871, -8.649, 3.169], [-4.918, -6.192, 2.795], [-2.521, -2.400, 1.307], [-1.379, -0.259, 0.789], [2.035, -2.207, -0.400], [1.046, -4.415, 0.055], [0.292, 4.864, -1.372], [1.517, 4.115, -1.419], [2.188, 4.021, -0.128], [1.329, 2.630, -2.071], [2.233, 2.405, -3.087], [2.447, 1.300, -3.543], [2.859, 3.678, -3.547], [3.604, 3.879, -4.693], [4.029, 5.170, -4.978], [3.729, 6.230, -4.130], [2.994, 6.023, -2.968], [2.574, 4.738, -2.705], [3.826, 3.044, -5.342], [4.584, 5.364, -5.887], [4.058, 7.229, -4.383], [2.753, 6.834, -2.294]], "atomic_forces_ev_per_a": [[0.1, 1.3, 0.4], [-0.6, -0.4, -0.6], [0.1, 0.0, 0.0], [0.0, 0.0, -0.1], [0.0, 0.0, 0.0], [0.0, -0.1, 0.1], [0.2, -0.2, -0.3], [-0.2, 0.0, 0.0], [0.1, -0.1, 0.0], [0.0, 0.0, 0.0], [0.0, 0.0, 0.0], [0.0, 0.0, 0.0], [0.0, 0.0, 0.0], [0.0, 0.0, 0.0], [0.1, 0.0, 0.0], [0.0, 0.0, 0.0], [-0.1, 0.2, 0.4], [-0.5, -0.7, -1.0], [0.9, 0.5, 0.8], [0.2, 0.2, -0.1], [-0.4, 0.1, 0.2], [0.1, -0.1, 0.0], [0.1, 0.0, 0.0], [-0.1, 0.0, 0.1], [0.0, 0.0, 0.0], [0.3, -0.3, -0.1], [0.1, 0.4, -0.1], [-0.5, -0.5, 0.2], [0.3, 0.6, -0.2], [0.0, -0.3, 0.2], [0.1, 0.0, 0.1], [-0.6, -0.7, 0.0], [0.3, 0.3, 0.0], [-0.1, -0.3, 0.2], [0.0, 0.0, 0.0], [0.0, 0.0, 0.0], [0.0, 0.0, 0.0], [0.0, 0.0, 0.0], [0.0, 0.0, 0.0], [0.0, 0.1, 0.0], [0.0, 0.0, -0.1], [0.0, 0.0, -0.1], [0.0, 0.0, 0.0], [-0.3, 0.0, -0.4], [0.1, 0.2, 0.9], [0.1, -0.1, -0.7], [0.4, 0.1, 0.2], [-0.2, -0.2, -0.2], [0.0, 0.1, -0.1], [0.2, 0.2, 0.0], [0.1, 0.0, 0.0], [0.0, 0.0, -0.1], [-0.1, 0.0, 0.1], [0.0, 0.1, 0.2], [-0.2, -0.5, 0.0], [0.0, 0.0, 0.0], [0.0, 0.0, 0.0], [0.0, 0.0, 0.0], [0.0, 0.0, 0.0]], "mulliken_charge": [0.224, -0.445, -1.515, 1.149, -0.944, -0.551, 1.012, -0.620, -0.679, 0.355, 0.347, 0.344, 0.334, 0.505, 0.403, 0.429, -0.459, 0.446, -0.369, -0.004, 0.649, -0.982, -0.410, -0.451, -0.752, 0.568, -0.605, -0.040, 0.963, -0.685, -0.288, 0.093, -0.413, -0.741, 0.169, 0.373, 0.381, 0.373, 0.436, 0.507, 0.458, 0.446, 0.297, -0.670, 1.077, -0.639, 0.106, 0.584, -0.584, 0.086, -0.692, -0.470, -0.522, -0.677, 0.363, 0.497, 0.389, 0.392, 0.452]}



Listing energy relative to the best compared isomer or geometry (same formula, charge and spin) for the structures above in their given order: 5.8 46.9 0.0 0.0 kcal/mol.
Listing M for the structures above in their given order: 479.5 599.3 736.4 715.4 g/mol.